Record 1
Here is the ion C4H9N2O with charge +1 at a distorted geometry from OMol25. Energies are from ωB97M-V/def2-TZVPD.

The geometry in XYZ format:
```
16
Properties=species:S:1:pos:R:3:forces:R:3:nbo_charge:R:1
C -0.547 -0.141 -1.834 -0.7 -3.3 -2.0 0.1412
C -1.604 -0.020 0.205 -1.9 -0.5 1.2 0.7738
C 1.874 -0.593 0.346 0.8 1.0 3.4 -0.6401
C 0.972 0.571 -0.073 -0.9 1.0 2.8 -0.2185
N -1.688 0.478 1.457 0.8 0.2 1.2 -0.8114
N -0.361 0.123 -0.617 1.3 1.3 0.7 -0.3181
O -2.515 -0.595 -0.311 0.1 -0.5 -0.2 -0.5324
H 0.220 -0.203 -2.639 -0.3 0.8 1.0 0.2452
H -1.497 -0.756 -2.013 0.9 1.7 -0.1 0.2813
H 1.402 -1.170 1.221 0.7 0.5 -1.6 0.2397
H 2.143 -1.158 -0.494 0.1 -1.3 -1.0 0.2280
H 2.921 -0.226 0.785 -2.4 -0.3 -1.0 0.2692
H 1.464 1.169 -0.803 0.0 0.6 -0.6 0.2389
H 0.680 1.250 0.844 1.0 -1.3 -1.9 0.2145
H -1.046 1.214 1.809 -0.9 -1.1 -0.2 0.4210
H -2.418 0.058 2.118 1.4 1.1 -1.7 0.4675
```
Forces are in eV/Å.

Computed properties:
* SMILES: C=[N+](CC)C(N)=O
* orbital gap: 9.867 eV
* charge: +1
* strongest force on any atom: 3.9 eV/Å
* energy relative to the best compared isomer or geometry (same formula, charge and spin): 54.02 kcal per mole

Record 2
Here is a structure of composition F3FeH8O4 at a distorted geometry from OMol25. Energies are from ωB97M-V/def2-TZVPD.

The geometry in XYZ format:
```
16
Properties=species:S:1:pos:R:3:forces:R:3:nbo_charge:R:1
Fe -0.137 0.577 0.851 -1.0 0.2 5.3 1.6025
F -2.029 0.938 1.972 0.4 -0.4 -1.3 -0.9158
F 0.574 1.918 2.237 0.4 -0.2 -1.2 -0.8901
F 0.450 -1.142 1.877 -0.1 0.3 -1.5 -0.8716
O 1.410 0.569 -0.494 0.6 0.0 -1.0 -0.9317
H 1.117 0.325 -1.372 0.0 -0.2 -0.2 0.4705
H 2.321 0.839 -0.611 0.3 0.1 0.5 0.4956
O -0.941 2.045 -0.504 -0.1 0.5 -1.1 -0.9452
H -0.569 2.851 -0.862 0.4 0.2 0.3 0.4836
H -1.866 2.080 -0.747 -0.5 -0.2 0.5 0.4969
O 1.461 -2.668 -0.267 0.4 -0.6 -1.2 -0.9946
H 1.006 -3.502 -0.151 0.0 -0.1 0.1 0.4509
H 1.047 -2.079 0.364 -0.4 0.9 1.5 0.5170
O -1.180 -0.650 -0.499 -0.4 -0.3 -0.9 -0.9339
H -1.676 -1.456 -0.359 -0.1 -0.2 0.6 0.5023
H -0.989 -0.646 -1.437 0.1 0.0 -0.3 0.4634
```
Forces are in eV/Å.

Computed properties:
* orbital gap (spin up / spin down): 6.199 / 5.228 eV
* charge: -1
* expectation value of S²: 6.008
* strongest force on any atom: 5.4 eV/Å
* multiplicity: 5

Record 3
Here is an isolated molecule of C5H7NO from OMol25. Energies are from ωB97M-V/def2-TZVPD.

The geometry in XYZ format:
```
14
Properties=species:S:1:pos:R:3:forces:R:3:nbo_charge:R:1
C -0.171 -0.040 1.845 -0.2 0.2 0.1 -0.2488
N 0.837 -0.982 1.387 0.0 -0.4 -0.1 -0.5891
C 0.164 -0.204 0.403 -0.1 0.0 -0.1 0.0716
C -0.755 -0.368 -0.866 -0.3 -0.3 0.0 0.0599
C -0.327 1.055 -1.307 -0.1 0.2 0.0 -0.4182
C 0.908 0.304 -0.834 0.5 0.3 0.0 0.0702
O 0.423 -0.894 -1.553 0.3 0.0 -0.2 -0.5207
H -1.155 -0.463 2.069 0.1 0.2 0.0 0.1855
H 0.131 0.750 2.532 0.2 0.0 -0.3 0.1982
H 0.706 -1.976 1.508 -0.5 0.0 -0.1 0.3688
H -1.729 -0.813 -1.112 0.3 -0.2 0.5 0.1991
H -0.648 1.929 -0.734 0.0 -0.2 0.0 0.2027
H -0.357 1.202 -2.389 -0.1 0.0 0.2 0.2179
H 1.972 0.498 -0.948 -0.1 0.2 0.1 0.2030
```
Forces are in eV/Å.

Computed properties:
* orbital gap: 10.632 eV
* charge: 0
* strongest force on any atom: 0.6 eV/Å
* energy relative to the best compared isomer or geometry (same formula, charge and spin): 112.50 kcal per mole